No. 1
{
  "formula": "C26H32F2O7",
  "method": "ωB97M-V with the def2-TZVPD basis set",
  "symbols": ["C", "C", "O", "O", "C", "C", "O", "C", "O", "C", "C", "O", "C", "C", "C", "C", "C", "C", "C", "F", "C", "C", "C", "O", "C", "C", "C", "C", "C", "F", "C", "O", "C", "C", "C", "H", "H", "H", "H", "H", "H", "H", "H", "H", "H", "H", "H", "H", "H", "H", "H", "H", "H", "H", "H", "H", "H", "H", "H", "H", "H", "H", "H", "H", "H", "H", "H"],
  "positions_angstrom": [[-1.3868, -4.4011, -0.4867], [-2.6889, -3.6968, -0.2172], [-3.5969, -4.1317, 0.4303], [-2.6936, -2.4827, -0.8069], [-3.7986, -1.6192, -0.5443], [-3.3503, -0.5014, 0.4024], [-3.6249, -0.5436, 1.5750], [-2.3609, 0.5668, -0.1169], [-2.9580, 1.8557, 0.1340], [-4.2761, 1.9073, 0.0322], [-4.8180, 3.2748, 0.3235], [-4.9466, 0.9406, -0.2518], [-1.9264, 0.4624, -1.6003], [-2.8114, 1.2406, -2.5700], [-0.4646, 0.9593, -1.6423], [-0.1025, 1.3712, -0.2093], [1.3794, 1.2558, 0.1730], [2.2346, 2.0403, -0.8242], [3.6798, 2.1007, -0.3449], [3.7385, 2.8548, 0.8177], [4.1803, 0.6987, -0.1366], [5.2028, 0.2532, -0.8705], [5.6885, -1.1322, -0.8446], [6.6154, -1.5094, -1.5366], [4.9712, -2.0048, 0.0860], [3.9533, -1.5772, 0.8285], [3.4056, -0.1789, 0.8144], [3.5536, 0.3336, 2.2609], [1.9063, -0.1808, 0.3332], [1.9197, -0.8107, -0.9184], [0.9556, -1.0233, 1.2166], [1.3058, -2.3850, 1.2219], [-0.4995, -0.9001, 0.7460], [-1.0238, 0.5342, 0.6877], [-1.1850, 1.1201, 2.0875], [-1.5604, -5.4707, -0.5575], [-0.9303, -4.0253, -1.3972], [-0.7203, -4.2171, 0.3553], [-4.5899, -2.1838, -0.0412], [-4.1589, -1.2266, -1.4948], [-5.1619, 3.2877, 1.3565], [-4.0453, 4.0261, 0.1955], [-5.6690, 3.4769, -0.3204], [-1.9569, -0.5892, -1.8849], [-2.4562, 1.0797, -3.5853], [-2.7751, 2.3077, -2.3598], [-3.8463, 0.9121, -2.5147], [0.1891, 0.1696, -2.0033], [-0.3668, 1.8053, -2.3214], [-0.3810, 2.4220, -0.0769], [1.4849, 1.7301, 1.1529], [2.2194, 1.5581, -1.8014], [1.8434, 3.0538, -0.9238], [4.3139, 2.6320, -1.0644], [5.7231, 0.9140, -1.5508], [5.3271, -3.0222, 0.1591], [3.4775, -2.2480, 1.5283], [4.6141, 0.4229, 2.4867], [3.0975, 1.3063, 2.4077], [3.1165, -0.3754, 2.9588], [1.0444, -0.6941, 2.2538], [1.3479, -2.6865, 0.3045], [-1.1096, -1.4926, 1.4303], [-0.5638, -1.3573, -0.2423], [-0.2447, 1.0842, 2.6302], [-1.5110, 2.1551, 2.0298], [-1.9289, 0.5540, 2.6416]],
  "forces_ev_per_a": [[-0.160, -0.008, -0.005], [0.122, -0.324, 0.044], [-0.036, -0.035, 0.067], [0.182, 0.233, -0.224], [-0.628, -0.030, 0.318], [0.347, -0.507, -0.104], [-0.004, -0.106, 0.070], [0.182, -0.386, 0.072], [0.525, 0.112, 0.076], [-0.597, 0.234, -0.118], [0.040, -0.102, -0.023], [-0.218, 0.299, -0.227], [-0.154, 0.268, -0.006], [-0.024, -0.262, 0.075], [-0.025, -0.040, 0.034], [0.112, -0.231, 0.099], [-0.101, 0.027, -0.255], [0.270, 0.015, 0.437], [-0.077, -0.055, -0.892], [-0.028, 0.160, 0.514], [0.266, 0.082, -0.065], [-0.099, 0.428, -0.035], [-0.107, -0.038, 0.002], [-0.072, 0.048, 0.059], [-0.046, -0.295, 0.161], [0.154, -0.085, -0.107], [-0.083, -0.130, -0.078], [-0.091, 0.066, -0.022], [-0.017, 0.121, 0.743], [-0.054, -0.138, -0.304], [-0.277, 0.448, -0.297], [0.031, -0.443, -0.011], [0.229, 0.112, 0.128], [-0.300, 0.291, 0.016], [0.004, -0.113, -0.108], [-0.019, -0.023, 0.017], [0.077, 0.002, -0.042], [0.051, 0.039, 0.057], [0.124, 0.193, -0.127], [0.104, -0.020, 0.060], [-0.011, 0.012, 0.068], [-0.004, 0.072, 0.013], [-0.017, -0.025, -0.017], [0.040, 0.052, 0.045], [0.017, 0.043, -0.098], [0.017, 0.103, -0.018], [-0.100, 0.012, -0.078], [0.055, 0.010, -0.051], [0.033, 0.009, -0.086], [0.024, 0.005, 0.029], [0.033, -0.027, -0.002], [-0.032, 0.016, -0.058], [-0.001, 0.035, -0.060], [-0.081, -0.212, 0.013], [0.050, 0.100, -0.051], [0.052, -0.097, 0.040], [0.082, -0.028, 0.015], [0.045, 0.016, 0.054], [-0.018, 0.061, 0.042], [-0.026, -0.089, 0.077], [0.009, 0.074, -0.084], [0.012, 0.055, 0.029], [0.001, -0.049, -0.045], [0.024, -0.097, -0.025], [0.151, 0.044, 0.102], [0.028, 0.086, 0.054], [0.016, 0.008, 0.092]],
  "lowdin_charge": [0.032, -0.522, 0.127, -0.025, -0.057, -0.311, 0.133, -0.241, 0.066, -0.506, 0.051, 0.123, -0.236, -0.031, -0.073, -0.186, -0.163, -0.057, -0.261, 0.005, -0.092, 0.075, -0.398, 0.081, 0.022, -0.005, -0.319, 0.015, -0.270, 0.049, -0.264, -0.012, -0.038, -0.340, 0.014, 0.091, 0.087, 0.083, 0.140, 0.132, 0.100, 0.089, 0.094, 0.132, 0.090, 0.091, 0.076, 0.117, 0.122, 0.159, 0.149, 0.136, 0.136, 0.153, 0.127, 0.119, 0.119, 0.108, 0.080, 0.091, 0.153, 0.104, 0.144, 0.127, 0.084, 0.094, 0.089],
  "homo_lumo_gap_ev": 9.683,
  "smiles": "CC(=O)OCC(=O)[C@]1(OC(C)=O)[C@@H](C)C[C@@H]2[C@@H]3C[C@@H](F)C4=CC(=O)C=C[C@]4(C)[C@@]3(F)[C@H](O)C[C@@]21C",
  "charge": 0,
  "homo_energy_ha": -0.3543
}



No. 2
{
  "formula": "C26H32IN6O5S2Sc",
  "method": "ωB97M-V with the def2-TZVPD basis set",
  "symbols": ["Sc", "C", "C", "N", "C", "C", "C", "O", "C", "C", "N", "C", "C", "C", "C", "C", "C", "I", "C", "O", "H", "H", "H", "H", "H", "H", "H", "H", "H", "H", "H", "H", "C", "O", "C", "C", "O", "C", "C", "O", "C", "H", "H", "H", "H", "H", "H", "H", "H", "H", "H", "H", "H", "H", "H", "N", "C", "N", "C", "C", "S", "C", "C", "S", "C", "N", "N", "H", "H", "H", "H", "H", "H"],
  "positions_angstrom": [[-0.1698, -0.3612, -0.2221], [4.4500, -0.3609, -0.4656], [3.7279, -0.0608, -1.7434], [4.4088, -0.0694, -2.8698], [3.7980, 0.2161, -4.0320], [2.4745, 0.5798, -4.1230], [1.8622, 0.9604, -5.4568], [2.7088, 0.6626, -6.5388], [1.7155, 0.5616, -2.9313], [0.3758, 1.1070, -2.9275], [-0.4987, 1.0225, -1.9763], [-1.6218, 1.9121, -2.1134], [-2.8874, 1.4016, -2.3853], [-3.9812, 2.2449, -2.4873], [-3.8228, 3.6113, -2.3161], [-2.5634, 4.1382, -2.0728], [-1.4631, 3.2948, -1.9799], [0.4157, 4.1679, -1.6756], [2.3402, 0.1880, -1.7362], [1.6475, 0.0558, -0.6090], [5.5102, -0.1607, -0.5995], [4.3428, -1.4142, -0.1948], [4.0633, 0.2299, 0.3635], [4.4106, 0.1607, -4.9203], [1.5906, 2.0223, -5.4451], [0.9385, 0.3941, -5.6087], [3.1469, 1.4598, -6.8503], [0.1024, 1.7135, -3.7906], [-2.9958, 0.3395, -2.5602], [-4.9555, 1.8343, -2.7167], [-4.6734, 4.2748, -2.3923], [-2.4332, 5.2063, -1.9681], [-0.9470, 2.3991, 1.4310], [-0.6533, 0.9804, 1.5217], [0.2545, 0.6760, 2.6105], [0.0896, -0.7863, 2.9203], [0.1852, -1.4835, 1.6704], [0.2112, -2.9288, 1.7904], [1.5512, -3.4464, 2.2450], [2.5283, -3.1019, 1.2871], [3.8168, -3.5992, 1.6500], [-1.4128, 2.7208, 2.3618], [-0.0299, 2.9562, 1.2467], [-1.6358, 2.5324, 0.6001], [1.2707, 0.9102, 2.2846], [-0.0050, 1.2879, 3.4745], [0.8754, -1.1107, 3.6028], [-0.8847, -1.0016, 3.3675], [-0.5713, -3.2322, 2.4898], [-0.0274, -3.3055, 0.7980], [1.8293, -3.0468, 3.2274], [1.4705, -4.5352, 2.3480], [4.1480, -3.1574, 2.5925], [3.7997, -4.6874, 1.7438], [4.5127, -3.3193, 0.8637], [2.1667, -2.8775, -1.6210], [0.9465, -2.7626, -2.1387], [-0.0747, -2.2009, -1.5001], [-1.2582, -2.3637, -2.2333], [-1.1129, -2.9373, -3.4403], [0.5364, -3.3964, -3.6967], [-2.4819, -1.9004, -1.5807], [-3.7591, -2.1825, -1.8975], [-4.8375, -1.4005, -0.7992], [-3.4864, -0.7410, 0.0436], [-2.3157, -1.0754, -0.4651], [-3.6365, 0.0699, 1.1055], [2.3161, -2.7420, -0.6242], [2.9253, -3.2234, -2.1842], [-1.8598, -3.1214, -4.1943], [-4.1343, -2.8192, -2.6812], [-4.5407, 0.2083, 1.5223], [-2.8223, 0.3504, 1.6263]],
  "forces_ev_per_a": [[-0.012, -0.055, -0.036], [0.063, -0.036, -0.014], [-0.006, -0.019, 0.055], [-0.052, 0.036, -0.039], [0.067, -0.026, 0.030], [0.003, -0.005, 0.013], [0.016, -0.012, -0.002], [-0.007, 0.006, 0.009], [-0.070, 0.043, -0.058], [0.001, -0.026, 0.086], [-0.024, 0.028, 0.032], [-0.084, 0.015, -0.053], [0.077, -0.015, 0.014], [-0.024, -0.031, -0.003], [0.003, 0.054, 0.006], [-0.047, -0.072, -0.012], [0.091, 0.005, 0.017], [0.013, -0.002, 0.023], [0.036, 0.003, -0.042], [0.104, 0.064, 0.067], [-0.005, 0.011, -0.007], [-0.044, 0.035, 0.012], [-0.005, 0.008, -0.003], [-0.011, 0.005, -0.010], [-0.012, 0.000, -0.004], [-0.006, 0.004, 0.004], [0.005, -0.001, -0.003], [0.025, -0.009, -0.016], [-0.024, 0.010, -0.006], [0.000, 0.000, -0.001], [0.001, 0.000, -0.002], [0.007, 0.004, 0.001], [0.021, -0.017, -0.045], [-0.006, -0.013, -0.003], [-0.058, 0.030, -0.088], [0.001, -0.023, -0.046], [0.006, -0.053, -0.056], [-0.008, 0.008, 0.066], [0.031, 0.054, -0.082], [-0.019, -0.011, 0.041], [0.025, -0.020, -0.002], [0.001, 0.011, 0.003], [-0.001, 0.003, 0.012], [-0.004, -0.003, 0.006], [0.020, -0.001, 0.040], [0.022, -0.019, 0.023], [0.005, 0.014, 0.000], [-0.003, 0.023, 0.007], [-0.003, -0.012, -0.023], [-0.015, -0.014, 0.012], [0.005, -0.011, 0.012], [-0.012, -0.004, 0.018], [-0.003, -0.001, 0.003], [-0.012, 0.003, 0.007], [-0.002, -0.008, 0.003], [0.032, 0.059, -0.070], [-0.013, -0.041, -0.067], [-0.092, 0.002, 0.027], [0.016, 0.029, 0.051], [0.061, 0.004, -0.011], [-0.043, 0.053, 0.068], [0.045, -0.034, 0.031], [-0.022, -0.014, -0.029], [0.027, 0.002, 0.039], [-0.059, -0.005, -0.033], [-0.022, 0.025, -0.016], [0.018, -0.007, 0.015], [-0.008, 0.008, -0.009], [0.008, -0.037, 0.035], [-0.015, -0.015, 0.014], [0.004, 0.003, -0.004], [-0.003, 0.016, -0.005], [-0.002, -0.007, -0.002]],
  "lowdin_charge": [1.076, 0.004, -0.268, 0.150, -0.053, -0.117, -0.211, -0.033, -0.091, -0.088, 0.005, -0.333, -0.026, -0.049, -0.052, -0.132, -0.639, 1.048, -0.267, -0.149, 0.095, 0.054, 0.085, 0.124, 0.136, 0.130, 0.108, 0.136, 0.096, 0.116, 0.120, 0.102, -0.026, -0.310, -0.124, -0.122, -0.238, -0.112, -0.186, -0.224, -0.057, 0.114, 0.075, 0.083, 0.149, 0.151, 0.146, 0.150, 0.148, 0.123, 0.133, 0.150, 0.103, 0.103, 0.083, 0.172, -0.648, -0.002, -0.330, -0.301, 1.139, -0.349, -0.307, 1.138, -0.666, -0.002, 0.150, 0.086, 0.132, 0.095, 0.097, 0.120, 0.087],
  "homo_lumo_gap_ev": 7.655,
  "charge": 2,
  "homo_energy_ha": -0.4921,
  "relative_energy_ev": 0.4118
}



No. 3
{
  "formula": "C26H32IrN5O7Si",
  "method": "ωB97M-V with the def2-TZVPD basis set",
  "symbols": ["Ir", "N", "C", "C", "C", "C", "C", "N", "C", "C", "C", "C", "C", "N", "H", "H", "H", "H", "H", "H", "H", "H", "H", "O", "C", "O", "C", "C", "C", "C", "C", "C", "O", "N", "O", "O", "N", "O", "O", "H", "H", "C", "Si", "C", "C", "C", "C", "C", "C", "C", "C", "H", "H", "H", "H", "H", "H", "H", "H", "H", "H", "H", "H", "H", "H", "H", "H", "H", "H", "H", "H", "H"],
  "positions_angstrom": [[0.0062, -0.0771, -0.3407], [1.8968, 2.2578, 0.9598], [1.0215, 1.6822, 1.8521], [0.9195, 2.2271, 3.1371], [0.0963, 1.6363, 4.0584], [-0.6051, 0.4829, 3.7101], [-0.4792, 0.0128, 2.4344], [0.3024, 0.6195, 1.4974], [2.4383, 1.7108, -0.1890], [3.5859, 2.2961, -0.7280], [4.1803, 1.7088, -1.8164], [3.6530, 0.5262, -2.3291], [2.5144, 0.0211, -1.7596], [1.8791, 0.6267, -0.7277], [2.3586, 3.0858, 1.2943], [1.5071, 3.1011, 3.3869], [0.0106, 2.0551, 5.0523], [-1.2460, -0.0322, 4.4098], [-1.0008, -0.8690, 2.0935], [3.9982, 3.1853, -0.2697], [5.0648, 2.1535, -2.2530], [4.1116, 0.0094, -3.1588], [2.0634, -0.9042, -2.0884], [1.2222, -3.1905, 1.5822], [0.5962, -2.8071, 0.6144], [1.0479, -1.9404, -0.2595], [-0.7687, -3.3421, 0.2967], [-0.9648, -4.6950, 0.4558], [-2.1626, -5.2626, 0.0605], [-3.1540, -4.5051, -0.5051], [-2.9714, -3.1397, -0.6403], [-1.7893, -2.4849, -0.2043], [-1.6895, -1.1730, -0.1569], [-4.1128, -2.4383, -1.2697], [-4.0563, -1.2340, -1.3824], [-5.0596, -3.1121, -1.6321], [-2.3761, -6.7096, 0.2278], [-1.4796, -7.3505, 0.7393], [-3.4346, -7.1739, -0.1458], [-0.1766, -5.3006, 0.8807], [-4.0750, -4.9554, -0.8374], [-0.0136, 3.4256, -1.1478], [-1.1046, 1.8740, -1.2104], [-1.3225, 1.5352, -3.0856], [0.0600, 1.2676, -3.6944], [-1.9306, 2.7297, -3.8318], [-2.1911, 0.3009, -3.3502], [-2.6717, 2.4470, -0.2460], [-3.3502, 3.6724, -0.8819], [-3.7358, 1.3587, -0.1022], [-2.2307, 2.8654, 1.1624], [-0.5448, 4.2786, -1.5767], [0.9133, 3.3086, -1.7174], [0.2509, 3.6939, -0.1267], [0.7232, 2.1351, -3.6363], [-0.0514, 1.0075, -4.7537], [0.5608, 0.4254, -3.2118], [-1.3954, 3.6631, -3.6399], [-2.9785, 2.8816, -3.5812], [-1.8821, 2.5400, -4.9115], [-1.7765, -0.6027, -2.8909], [-2.2634, 0.1200, -4.4300], [-3.2031, 0.4124, -2.9629], [-3.8527, 3.4211, -1.8145], [-2.6585, 4.4953, -1.0775], [-4.1210, 4.0532, -0.2001], [-4.1398, 1.0507, -1.0658], [-4.5731, 1.7425, 0.4959], [-3.3502, 0.4611, 0.3820], [-1.5478, 3.7188, 1.1539], [-1.7543, 2.0461, 1.7006], [-3.1124, 3.1612, 1.7437]],
  "forces_ev_per_a": [[0.851, -0.447, 0.110], [-0.083, -0.082, -0.143], [0.248, -0.048, -0.005], [0.085, -0.018, -0.025], [-0.037, 0.006, 0.134], [0.063, 0.045, 0.030], [0.231, -0.085, -0.050], [-1.039, -0.015, 0.094], [0.046, -0.204, 0.224], [0.002, -0.043, 0.078], [0.080, 0.010, -0.070], [0.038, -0.019, -0.006], [0.031, 0.019, 0.278], [0.035, 0.616, -0.662], [0.000, 0.032, -0.008], [-0.015, -0.014, -0.019], [-0.002, -0.005, -0.016], [0.016, -0.002, -0.012], [-0.053, 0.068, -0.024], [-0.021, 0.000, -0.020], [-0.003, -0.017, 0.006], [-0.002, 0.013, 0.011], [-0.012, 0.018, -0.026], [-0.078, -0.155, 0.089], [0.354, 0.474, -0.214], [-0.044, -0.398, 0.154], [-0.020, 0.017, -0.088], [0.063, 0.028, 0.028], [-0.006, -0.329, 0.016], [-0.020, 0.066, -0.028], [-0.317, -0.046, -0.140], [0.118, 0.367, 0.322], [-0.618, -0.240, -0.443], [0.156, -0.025, 0.291], [-0.009, -0.064, -0.103], [0.026, -0.003, -0.051], [0.050, 0.213, 0.030], [0.010, -0.025, -0.015], [-0.010, -0.007, -0.020], [-0.013, 0.014, 0.007], [-0.011, -0.008, -0.001], [0.122, 0.136, -0.165], [0.085, 0.012, 0.646], [-0.129, -0.091, -0.141], [-0.001, 0.014, -0.049], [0.030, -0.021, -0.078], [0.001, -0.015, -0.018], [-0.189, 0.124, -0.092], [0.011, 0.019, 0.005], [-0.018, 0.002, 0.065], [0.003, 0.029, 0.074], [0.013, -0.020, -0.018], [-0.033, 0.023, 0.041], [-0.039, 0.062, -0.035], [-0.009, -0.040, 0.036], [0.011, 0.025, 0.021], [-0.029, -0.017, -0.047], [-0.007, -0.030, 0.003], [-0.009, -0.010, 0.017], [-0.003, 0.016, 0.028], [-0.014, 0.030, 0.003], [0.014, 0.007, 0.031], [0.022, 0.011, -0.007], [0.004, -0.009, -0.015], [-0.005, -0.024, -0.001], [0.036, -0.031, -0.004], [0.018, 0.051, 0.045], [0.038, -0.002, -0.008], [0.008, 0.042, -0.035], [-0.011, -0.012, -0.012], [-0.034, 0.013, 0.014], [0.026, -0.003, -0.017]],
  "lowdin_charge": [1.271, 0.136, -0.277, 0.008, -0.037, -0.032, -0.079, -0.043, -0.291, 0.003, -0.039, -0.035, -0.113, -0.050, 0.150, 0.123, 0.120, 0.121, 0.119, 0.122, 0.118, 0.117, 0.112, 0.074, -0.613, -0.190, -0.060, 0.075, -0.130, 0.074, -0.030, -0.244, -0.261, -0.321, 0.062, 0.071, -0.356, 0.077, 0.076, 0.138, 0.130, -0.193, 0.627, -0.645, -0.112, -0.090, -0.097, -0.626, -0.096, -0.101, -0.105, 0.028, 0.020, 0.008, 0.077, 0.090, 0.041, 0.075, 0.065, 0.086, 0.066, 0.090, 0.063, 0.064, 0.070, 0.085, 0.060, 0.089, 0.059, 0.073, 0.046, 0.090],
  "homo_lumo_gap_ev": 7.567,
  "charge": 0,
  "homo_energy_ha": -0.3109,
  "relative_energy_ev": 0.8498
}